C4H8CdLiO3 as an isolated structure in a non-equilibrium geometry, computed with ωB97M-V with the def2-TZVPD basis set.

Structure (XYZ):
```
17
Properties=species:S:1:pos:R:3:mulliken_charge:R:1
C -0.86485 0.14294 0.98058 0.03
C -1.00013 0.04645 -0.55669 -0.91
C 0.31309 0.07757 -1.23709 -0.71
C 1.10879 1.26131 -1.33753 0.15
O 2.22574 1.27932 -1.88479 -0.64
O -2.07995 0.04520 1.61807 -0.64
Cd -3.83943 0.05339 1.43040 1.27
Li 3.41192 -0.09070 -2.39497 0.93
H -0.38159 1.10888 1.22238 0.32
H -0.16707 -0.65040 1.31260 0.34
H -1.65414 0.85204 -0.91970 0.39
H -1.49160 -0.91745 -0.77796 0.35
H 0.49958 -0.65526 -2.03119 0.67
H 0.72422 2.18306 -0.86448 0.37
O 2.96110 -1.85421 -1.86280 -0.66
H 3.16768 -2.65930 -2.35066 0.37
H 2.04508 -2.00185 -1.43311 0.36
```

Values from the calculation:
Gap between HOMO and LUMO (alpha / beta): 6.065 / 7.025 eV
Net charge: +2
Multiplicity: 2
E: -15170.3366 eV
LUMO (alpha / beta): -10.526 / -10.528 eV
HOMO level (alpha / beta): -16.6 / -17.6 eV